Record 1
C49H82FN5O9 | ωB97M-V/def2-TZVPD

Summary:
LUMO (alpha / beta) ... -4.43 / -4.43 eV
Molar mass ... 904.2 g mol⁻¹
Gap between HOMO and LUMO (alpha / beta) ... 5.065 / 6.007 eV
Spin multiplicity ... 4
Charge ... +1

Each line ends with the Löwdin charge.
Element x y z (Å)
C (-5.7558, 0.8119, 2.0613)  -0.019
C (-4.8642, 1.6407, 1.1366)  -0.377
O (-5.7018, 2.5126, 0.3909)  -0.042
C (-4.0706, 0.7075, 0.1702)  -0.050
C (-2.5937, 0.8807, 0.2213)  -0.103
N (-2.0724, 1.6402, -0.7620)  0.225
C (-0.7794, 1.9326, -0.9036)  -0.155
C (-0.3210, 2.7680, -2.0737)  -0.102
O (0.5730, 2.0265, -2.8834)  -0.101
O (-0.1031, 0.7999, -3.1564)  -0.011
C (0.1064, 1.4570, 0.0349)  0.101
C (-0.3579, 0.6510, 1.0742)  0.022
C (0.6901, 0.1580, 2.0417)  -0.427
O (0.5814, -0.8027, 2.7225)  0.188
O (1.8022, 0.9229, 2.0468)  -0.004
C (2.9108, 0.2546, 1.3919)  -0.142
C (3.8087, -0.4558, 2.3772)  -0.065
C (4.8266, -1.2408, 1.5751)  -0.503
O (5.6903, -0.6734, 0.9623)  0.100
N (4.7023, -2.6132, 1.6029)  0.128
C (5.3384, -3.3507, 0.5310)  -0.244
C (5.0761, -3.0979, -0.8105)  -0.034
C (5.7037, -3.8487, -1.7931)  -0.076
C (6.5981, -4.8608, -1.4470)  -0.074
C (6.8526, -5.1165, -0.1050)  -0.065
C (6.2332, -4.3563, 0.8820)  -0.017
C (-1.7215, 0.3431, 1.1763)  -0.037
C (-2.2954, -0.5565, 2.2368)  -0.038
C (-2.7331, -1.9063, 1.6140)  -0.360
C (-1.6755, -3.0069, 1.7027)  0.004
F (-3.9258, -2.3166, 2.1688)  0.002
H (-6.5701, 0.4193, 1.4582)  0.095
H (-5.2378, -0.0507, 2.4683)  0.061
H (-6.1543, 1.4154, 2.8673)  0.090
H (-4.2047, 2.2957, 1.7012)  0.148
H (-6.0223, 2.0648, -0.3970)  0.086
H (-4.3824, -0.3193, 0.3117)  0.102
H (-4.3805, 0.9705, -0.8402)  0.124
H (-2.7156, 2.0012, -1.4604)  0.186
H (-1.1910, 2.9997, -2.6939)  0.136
H (0.1818, 3.6655, -1.7390)  0.152
H (0.6085, 0.1468, -3.1293)  0.118
H (1.1531, 1.6951, -0.0175)  0.141
H (3.4787, 0.9955, 0.8414)  0.139
H (2.5379, -0.4771, 0.6705)  0.139
H (3.2492, -1.1326, 3.0180)  0.119
H (4.3551, 0.2477, 2.9952)  0.137
H (3.7396, -2.8966, 1.7415)  0.141
H (4.3806, -2.3148, -1.0785)  0.107
H (5.5099, -3.6509, -2.8362)  0.101
H (7.0912, -5.4470, -2.2044)  0.103
H (7.5418, -5.8870, 0.2011)  0.108
H (6.4380, -4.5300, 1.9274)  0.111
H (-3.1682, -0.0780, 2.6696)  0.117
H (-1.6076, -0.7414, 3.0462)  0.114
H (-2.9140, -1.7448, 0.5524)  0.110
H (-2.1585, -3.9143, 2.0494)  0.092
H (-0.8496, -2.7282, 2.3431)  0.061
H (-1.2701, -3.1937, 0.7111)  0.077
C (11.8881, -1.5620, 2.4491)  -0.034
C (10.7271, -2.5042, 2.0746)  -0.493
C (9.5204, -1.6840, 1.6262)  -0.128
C (8.8679, -0.9193, 2.7763)  -0.166
C (8.5116, -1.8568, 3.9318)  -0.129
C (9.6474, -2.7826, 4.3786)  -0.491
N (10.3536, -3.3959, 3.2133)  -0.081
O (9.6863, -4.4166, 2.7791)  -0.030
C (10.6450, -2.0221, 5.2739)  -0.031
C (9.0642, -3.8797, 5.2657)  -0.047
C (11.2546, -3.3419, 0.9144)  -0.041
H (12.3327, -1.1529, 1.5419)  0.087
H (11.5872, -0.7023, 3.0425)  0.057
H (12.6716, -2.0959, 2.9879)  0.095
H (8.7745, -2.3475, 1.1752)  0.118
H (9.8258, -0.9861, 0.8439)  0.128
H (9.5169, -0.1118, 3.1259)  0.105
H (7.9573, -0.4399, 2.4113)  0.095
H (8.1734, -1.2693, 4.7883)  0.124
H (7.6585, -2.4698, 3.6196)  0.112
H (11.5101, -2.6472, 5.4977)  0.094
H (10.1713, -1.7618, 6.2203)  0.085
H (10.9966, -1.0875, 4.8442)  0.060
H (8.2372, -4.4010, 4.7869)  0.074
H (8.6807, -3.4350, 6.1838)  0.087
H (9.8213, -4.6166, 5.5360)  0.094
H (12.1615, -3.8772, 1.1999)  0.093
H (11.4940, -2.6862, 0.0777)  0.088
H (10.5262, -4.0686, 0.5593)  0.073
C (-7.6615, 5.9555, -1.7435)  -0.028
C (-6.1220, 6.0000, -1.8082)  -0.491
C (-5.5476, 5.9275, -0.3963)  -0.139
C (-5.8070, 7.2018, 0.4075)  -0.168
C (-5.3094, 8.4410, -0.3411)  -0.128
C (-5.7671, 8.5319, -1.8010)  -0.491
N (-5.6339, 7.2217, -2.5088)  -0.083
O (-4.4129, 7.0457, -2.9017)  -0.026
C (-7.2203, 9.0390, -1.8810)  -0.030
C (-4.9291, 9.5917, -2.5114)  -0.045
C (-5.7291, 4.7583, -2.6025)  -0.043
H (-7.9895, 4.9416, -1.5122)  0.087
H (-8.0890, 6.5855, -0.9686)  0.060
H (-8.1049, 6.2356, -2.6995)  0.097
H (-4.4662, 5.7567, -0.4497)  0.122
H (-5.9698, 5.0680, 0.1266)  0.106
H (-6.8697, 7.2983, 0.6426)  0.105
H (-5.2916, 7.1325, 1.3675)  0.113
H (-5.6310, 9.3410, 0.1859)  0.126
H (-4.2151, 8.4385, -0.3121)  0.122
H (-7.5839, 8.9960, -2.9083)  0.095
H (-7.2690, 10.0777, -1.5565)  0.087
H (-7.9131, 8.4916, -1.2465)  0.061
H (-3.8609, 9.4174, -2.3984)  0.079
H (-5.1458, 10.5691, -2.0821)  0.089
H (-5.1581, 9.6307, -3.5769)  0.094
H (-6.1960, 4.7592, -3.5886)  0.096
H (-6.0655, 3.8718, -2.0647)  0.065
H (-4.6506, 4.6731, -2.7357)  0.069
C (-5.2732, -5.3880, -1.8244)  -0.028
C (-5.6866, -3.9066, -1.9208)  -0.490
C (-6.5093, -3.6814, -3.1876)  -0.129
C (-5.6727, -3.8002, -4.4611)  -0.164
C (-4.4555, -2.8747, -4.4146)  -0.125
C (-3.6295, -2.9743, -3.1273)  -0.485
N (-4.4951, -3.0034, -1.9089)  -0.069
O (-4.8462, -1.8007, -1.5870)  -0.052
C (-2.7158, -4.2147, -3.1649)  -0.025
C (-2.6818, -1.7773, -3.0603)  -0.053
C (-6.5405, -3.6516, -0.6821)  -0.036
H (-6.1346, -5.9874, -1.5329)  0.092
H (-4.9238, -5.8129, -2.7617)  0.061
H (-4.4999, -5.5350, -1.0691)  0.094
H (-6.9677, -2.6876, -3.1548)  0.127
H (-7.3292, -4.4007, -3.2139)  0.129
H (-5.3590, -4.8342, -4.6216)  0.106
H (-6.2891, -3.5360, -5.3215)  0.117
H (-3.8058, -3.0812, -5.2669)  0.128
H (-4.8069, -1.8446, -4.5340)  0.123
H (-2.2128, -4.3504, -2.2058)  0.088
H (-1.9474, -4.0877, -3.9269)  0.089
H (-3.2373, -5.1347, -3.4125)  0.065
H (-3.2064, -0.8288, -3.1740)  0.074
H (-1.9570, -1.8433, -3.8706)  0.089
H (-2.1332, -1.7583, -2.1134)  0.078
H (-5.9860, -3.8806, 0.2298)  0.090
H (-7.4205, -4.2918, -0.7157)  0.092
H (-6.8921, -2.6232, -0.6194)  0.076

Record 2
C21H20I2N3O2Ti | ωB97M-V/def2-TZVPD

Summary:
LUMO ... -4.03 eV
Molar mass ... 648.1 g mol⁻¹
Gap between HOMO and LUMO ... 7.374 eV
Spin multiplicity ... 1
Charge ... +1

Each line ends with the Löwdin charge.
Element x y z (Å)
Ti (0.4115, 0.0273, -0.2055)  0.783
C (2.5640, -2.8652, -2.2405)  0.014
C (1.4800, -2.3913, -1.3300)  -0.383
O (1.6067, -1.1688, -0.8590)  -0.255
C (0.4118, -3.1622, -0.9726)  0.019
C (-0.5968, -2.7540, -0.0518)  -0.266
C (-1.6177, -3.7328, 0.4223)  0.000
N (-0.6212, -1.5193, 0.4081)  -0.090
N (-1.5849, -1.1954, 1.3802)  0.135
C (-1.4173, 0.0225, 1.7598)  -0.376
O (-0.3994, 0.7548, 1.2547)  -0.224
C (-2.3596, 0.6693, 2.6820)  -0.157
C (-3.2743, -0.0910, 3.4072)  -0.019
C (-4.1686, 0.5412, 4.2522)  -0.061
C (-4.1582, 1.9277, 4.3710)  -0.064
C (-3.2451, 2.6837, 3.6506)  -0.063
C (-2.3394, 2.0538, 2.8104)  -0.019
H (2.2083, -2.8730, -3.2733)  0.100
H (2.8596, -3.8821, -1.9868)  0.099
H (3.4264, -2.2068, -2.1756)  0.095
H (0.3671, -4.1728, -1.3512)  0.127
H (-1.5664, -4.6518, -0.1547)  0.088
H (-2.6131, -3.2962, 0.3602)  0.094
H (-1.4468, -3.9602, 1.4765)  0.103
H (-3.2731, -1.1678, 3.3050)  0.114
H (-4.8765, -0.0461, 4.8220)  0.110
H (-4.8642, 2.4177, 5.0291)  0.111
H (-3.2353, 3.7614, 3.7457)  0.110
H (-1.6152, 2.6332, 2.2534)  0.113
I (2.3700, -1.2547, 2.4908)  0.916
C (3.5461, 0.4511, 2.0935)  -1.063
I (2.8503, 1.6383, 0.4583)  1.068
H (4.5468, 0.1307, 1.8390)  -0.026
H (3.5288, 1.0876, 2.9673)  -0.026
C (-0.9387, 0.3889, -1.7285)  -0.105
C (0.1631, 1.1254, -2.3765)  -0.352
C (0.9641, 0.5291, -3.3690)  -0.017
C (2.0654, 1.1724, -3.8782)  0.011
C (2.4161, 2.4434, -3.4000)  -0.217
C (1.6464, 3.0571, -2.4310)  -0.068
C (0.5339, 2.3944, -1.9109)  -0.096
C (3.5935, 3.1067, -3.9139)  -0.160
N (4.5373, 3.6200, -4.3185)  0.187
H (-1.3035, -0.4725, -2.2783)  0.091
H (-1.7509, 1.0165, -1.3695)  0.095
H (0.6898, -0.4490, -3.7456)  0.130
H (2.6649, 0.7113, -4.6518)  0.133
H (1.9042, 4.0508, -2.0875)  0.133
H (-0.0898, 2.8967, -1.1790)  0.130

Record 3
C3H5NO3 | ωB97M-V/def2-TZVPD

Summary:
LUMO ... 0.70 eV
Molar mass ... 103.1 g mol⁻¹
Gap between HOMO and LUMO ... 9.882 eV
SMILES ... O=C1OCCN1O
Spin multiplicity ... 1
Charge ... 0

Each line ends with the Löwdin charge.
Element x y z (Å)
C (-0.6930, 0.8502, -0.1053)  -0.054
C (-1.2815, -0.5211, 0.0622)  -0.212
C (1.0005, -0.8611, 0.1645)  -0.484
H (2.5503, 0.2857, -0.2022)  0.190
H (-0.8184, 1.2528, -1.2006)  0.160
H (-1.3435, 1.3739, 0.7239)  0.157
H (-1.3850, -0.4917, 1.1072)  0.085
H (-2.3815, -0.5484, -0.3619)  0.171
N (0.7423, 0.3909, 0.2140)  -0.152
O (1.7753, 1.0681, -0.1346)  0.005
O (-0.2727, -1.5293, -0.2684)  0.001
O (2.1072, -1.2699, 0.0012)  0.133

Record 4
C4H11NO2 | ωB97M-V/def2-TZVPD

Summary:
LUMO ... 0.87 eV
Molar mass ... 105.1 g mol⁻¹
Gap between HOMO and LUMO ... 10.315 eV
SMILES ... CCNC(C)=O.O
Spin multiplicity ... 1
Charge ... 0

Each line ends with the Löwdin charge.
Element x y z (Å)
C (0.4849, 0.3888, -1.9617)  -0.016
C (-0.0312, 1.1121, -0.8336)  -0.590
N (0.4051, 0.7255, 0.4700)  0.031
C (0.1295, -0.6580, 0.9422)  -0.297
C (1.3767, -1.3568, 1.2814)  -0.118
O (-0.8300, 1.9715, -1.0364)  0.067
H (1.0656, 0.9218, -2.7955)  0.125
H (1.0744, -0.4848, -1.4931)  0.104
H (-0.2257, -0.1109, -2.5844)  0.074
H (-0.0833, 1.3486, 1.1291)  0.128
H (-0.5318, -1.2230, 0.2057)  0.135
H (-0.5369, -0.5045, 1.7620)  0.096
H (1.5101, -2.3077, 0.7872)  0.063
H (1.5285, -1.5722, 2.3474)  0.066
H (2.2115, -0.5538, 1.1844)  0.112
H (-2.0217, 0.7242, -0.4311)  0.009
H (-3.2136, 0.7395, 0.5701)  0.018
O (-2.3121, 0.8398, 0.4563)  -0.008

Record 5
C23H24N2PSTc | ωB97M-V/def2-TZVPD

Summary:
LUMO (alpha / beta) ... -11.17 / -12.15 eV
Molar mass ... 489.5 g mol⁻¹
Gap between HOMO and LUMO (alpha / beta) ... 6.263 / 5.278 eV
Spin multiplicity ... 4
Charge ... +3

Each line ends with the Löwdin charge.
Element x y z (Å)
Tc (-0.4338, 0.0418, 0.1063)  1.408
S (-1.8616, -1.2852, 4.1643)  1.194
C (-0.8690, 0.1025, 4.4358)  -0.301
C (-0.3508, 0.6304, 3.2877)  -0.170
C (-0.7678, -0.0656, 2.1333)  -0.265
C (-1.6278, -1.1342, 2.4727)  -0.482
C (-2.2529, -1.8525, 1.4013)  -0.261
C (-3.0409, -2.9995, 1.5066)  0.049
C (-3.5741, -3.5587, 0.3588)  0.037
C (-3.3519, -2.9356, -0.8702)  0.015
C (-2.5538, -1.8079, -0.9057)  -0.094
N (-1.9983, -1.2872, 0.1892)  -0.090
H (-0.7240, 0.4697, 5.4370)  0.103
H (0.2998, 1.4872, 3.2975)  0.115
H (-3.2079, -3.4419, 2.4756)  0.135
H (-4.1575, -4.4665, 0.4085)  0.144
H (-3.7780, -3.3206, -1.7826)  0.136
H (-2.3462, -1.3023, -1.8444)  0.129
N (-1.3272, 2.0587, 0.1004)  0.001
C (-0.7511, 3.0333, -0.7880)  -0.345
C (0.4380, 3.6768, -0.4228)  -0.068
C (0.9986, 4.6102, -1.2748)  -0.046
C (0.3791, 4.9134, -2.4842)  -0.027
C (-0.8124, 4.2866, -2.8362)  -0.032
C (-1.3839, 3.3544, -1.9865)  -0.025
H (-2.3309, 1.9813, -0.1075)  0.135
H (-1.2454, 2.4108, 1.0637)  0.124
H (0.8855, 3.4702, 0.5394)  0.111
H (1.9022, 5.1275, -0.9941)  0.124
H (0.8184, 5.6373, -3.1524)  0.127
H (-1.3020, 4.5394, -3.7647)  0.128
H (-2.3328, 2.9015, -2.2362)  0.120
C (3.3845, 1.0787, -0.5937)  -0.186
P (1.7384, 0.3685, -0.9144)  0.872
C (1.7323, 0.0008, -2.7006)  -0.201
C (1.6751, -1.2779, -0.0664)  -0.459
C (2.2913, -1.4295, 1.1946)  -0.075
C (2.3983, -2.6759, 1.7751)  -0.010
C (1.8366, -3.7856, 1.1513)  0.012
C (1.1617, -3.6473, -0.0555)  -0.025
C (1.0670, -2.4052, -0.6653)  -0.106
H (3.5454, 1.2924, 0.4615)  0.060
H (3.4855, 2.0082, -1.1564)  0.068
H (4.1499, 0.3771, -0.9419)  0.089
H (2.4648, -0.7797, -2.9151)  0.084
H (2.0194, 0.8959, -3.2518)  0.073
H (0.7527, -0.3172, -3.0589)  0.050
H (2.7210, -0.5686, 1.6872)  0.114
H (2.9364, -2.7898, 2.7040)  0.135
H (1.9338, -4.7582, 1.6065)  0.136
H (0.7451, -4.5189, -0.5386)  0.131
H (0.6208, -2.3453, -1.6519)  0.107

Record 6
C5H13ClOP | ωB97M-V/def2-TZVPD

Summary:
LUMO ... -3.20 eV
Molar mass ... 155.6 g mol⁻¹
Gap between HOMO and LUMO ... 12.110 eV
Spin multiplicity ... 1
Charge ... +1

Each line ends with the Löwdin charge.
Element x y z (Å)
C (-0.1796, 2.0859, 0.7901)  -0.127
C (-1.8377, 1.1023, -0.5733)  -0.113
C (0.6040, -1.9688, -1.7429)  -0.005
C (1.6949, -0.9155, 1.2645)  -0.109
C (-0.3599, 0.9882, -0.3004)  -0.442
O (-0.1539, -1.9079, -0.4521)  -0.392
P (0.0084, -0.6975, 0.5817)  0.531
Cl (-1.2680, -1.2027, 1.9579)  0.576
H (-0.7272, 1.7612, 1.7753)  0.104
H (-0.6471, 2.9517, 0.2569)  0.105
H (0.8991, 2.2013, 1.1377)  0.097
H (-2.4322, 1.2554, 0.2397)  0.059
H (-2.1694, 0.2541, -1.1547)  0.092
H (-1.9249, 1.9093, -1.1891)  0.068
H (0.1190, -2.7837, -2.1214)  0.053
H (1.6758, -2.3546, -1.4970)  0.133
H (0.3745, -0.9351, -2.2324)  0.126
H (1.7599, -1.8400, 1.6969)  0.051
H (1.8297, -0.3755, 2.1049)  0.035
H (2.3189, -0.7919, 0.5158)  0.016
H (0.4159, 1.2639, -1.0581)  0.142

Record 7
C3H4N4 | ωB97M-V/def2-TZVPD

Summary:
LUMO ... 0.15 eV
Molar mass ... 96.1 g mol⁻¹
Gap between HOMO and LUMO ... 10.026 eV
SMILES ... C=Nn1ccnn1
Spin multiplicity ... 1
Charge ... 0

Each line ends with the Löwdin charge.
Element x y z (Å)
C (-0.8555, -1.3522, -1.4884)  -0.044
C (0.1826, 0.0068, 0.9824)  -0.069
C (0.5608, 1.1811, 1.5823)  -0.162
H (-1.0079, -1.9034, -2.4658)  0.069
H (-1.6600, -1.8267, -0.6743)  0.131
H (0.2033, -1.1298, 1.5146)  0.174
H (1.1301, 1.3939, 2.5607)  0.126
N (-0.0489, -0.3325, -1.5517)  0.026
N (0.1144, 0.3505, -0.4011)  -0.224
N (0.7898, 2.0469, 0.5342)  -0.046
N (0.5913, 1.5656, -0.5928)  0.018

Record 8
C19H15N2O2RhS4 | ωB97M-V/def2-TZVPD

Summary:
LUMO ... -0.46 eV
Molar mass ... 534.5 g mol⁻¹
Gap between HOMO and LUMO ... 6.921 eV
Spin multiplicity ... 1
Charge ... 0

Each line ends with the Löwdin charge.
Element x y z (Å)
Rh (-0.1596, -1.2734, -0.7117)  0.358
S (0.2995, -1.6500, -2.9364)  0.603
C (1.8249, -0.7561, -2.9730)  -0.681
C (2.2672, -0.1699, -4.1635)  -0.104
C (3.4666, 0.5202, -4.2196)  -0.077
C (4.2742, 0.6358, -3.0912)  -0.089
C (3.8711, 0.0372, -1.9118)  -0.100
C (2.6516, -0.6334, -1.8580)  -0.538
S (2.1536, -1.4899, -0.3739)  1.010
C (2.2098, -0.1850, 0.9046)  -0.363
C (1.0332, -0.3089, 1.8366)  -0.318
C (1.0074, 0.3199, 3.0728)  0.001
C (-0.1556, 0.2627, 3.8219)  -0.025
C (-1.2591, -0.4265, 3.3354)  0.008
C (-1.1485, -1.0561, 2.1112)  -0.310
C (-2.2474, -1.7981, 1.4271)  -0.330
S (-2.4971, -1.1384, -0.2532)  0.985
C (-2.6873, 0.5828, 0.1206)  -0.529
C (-3.8999, 1.0083, 0.6697)  -0.105
C (-4.0847, 2.3364, 0.9924)  -0.091
C (-3.0489, 3.2412, 0.7521)  -0.081
C (-1.8609, 2.8214, 0.1895)  -0.113
C (-1.6564, 1.4735, -0.1503)  -0.635
S (-0.1642, 1.0136, -0.9465)  0.685
N (-0.0218, -0.9939, 1.3992)  -0.002
H (1.6364, -0.2513, -5.0393)  0.104
H (3.7740, 0.9783, -5.1515)  0.105
H (5.2086, 1.1804, -3.1334)  0.102
H (4.5005, 0.0909, -1.0298)  0.108
H (2.1593, 0.7705, 0.3819)  0.061
H (3.1447, -0.2466, 1.4617)  0.093
H (1.8735, 0.8688, 3.4196)  0.123
H (-0.2102, 0.7687, 4.7776)  0.116
H (-2.1837, -0.4780, 3.8939)  0.122
H (-3.1857, -1.7509, 1.9769)  0.092
H (-1.9554, -2.8360, 1.2509)  0.079
H (-4.6913, 0.2852, 0.8373)  0.108
H (-5.0245, 2.6712, 1.4108)  0.102
H (-3.1786, 4.2870, 1.0020)  0.105
H (-1.0629, 3.5283, -0.0046)  0.102
O (0.0549, -4.7609, -1.7250)  -0.041
N (-0.7909, -4.1970, -1.1175)  -0.187
O (-0.2364, -3.2816, -0.2553)  -0.454

Number 5 is which compound? C23H24N2PSTc

Which value of spin multiplicity does entry 1 give? 4